[1]
The following is a DFT calculation (ωB97M-V/def2-TZVPD) of a molecular structure, C12H32NO13P3S at a distorted geometry.

XYZ file:
```
62
C12H32NO13P3S ωB97M-V/def2-TZVPD
C 6.410 1.708 -0.391
C 5.981 2.869 -1.262
C 6.929 3.529 -2.232
N 4.780 3.314 -1.210
O 4.436 3.487 0.181
P 3.630 4.839 0.399
O 3.879 5.793 -0.668
O 2.115 4.424 0.635
P 0.996 4.979 -0.509
P 0.108 3.086 -1.213
O 1.037 2.282 -1.999
O -1.105 3.559 -2.191
O -0.557 2.294 -0.008
O 4.088 5.502 1.823
S 5.702 5.772 1.968
C 6.201 7.073 0.860
O 5.881 6.287 3.279
O 6.498 4.607 1.787
H 7.432 1.422 -0.636
H 6.383 2.018 0.659
H 5.699 0.895 -0.521
H 6.835 4.607 -2.111
H 7.940 3.214 -1.976
H 6.660 3.274 -3.261
H 1.618 5.418 -1.702
H -0.819 4.415 -2.554
H -0.143 1.408 -0.009
H 7.196 7.413 1.139
H 5.499 7.905 0.871
H 6.260 6.715 -0.168
C -1.284 -4.389 1.481
O -2.451 -3.608 1.282
C -2.320 -2.285 1.782
C -2.079 -1.293 0.665
O -0.804 -1.478 0.062
C -0.874 -2.146 -1.188
H -1.401 -5.314 0.917
H -0.389 -3.873 1.128
H -1.171 -4.638 2.541
H -1.523 -2.228 2.529
H -3.264 -2.033 2.277
H -2.084 -0.283 1.087
H -2.876 -1.351 -0.082
H -1.300 -1.483 -1.948
H -1.469 -3.060 -1.123
H 0.140 -2.408 -1.484
C -7.302 -6.318 1.393
O -6.613 -5.089 1.531
C -5.304 -5.121 0.972
C -5.258 -4.418 -0.366
O -5.996 -5.126 -1.356
C -7.258 -4.542 -1.623
H -8.340 -6.153 1.679
H -7.275 -6.682 0.363
H -6.871 -7.072 2.060
H -4.946 -6.151 0.879
H -4.645 -4.596 1.664
H -4.219 -4.384 -0.707
H -5.618 -3.388 -0.274
H -7.133 -3.604 -2.176
H -7.818 -4.353 -0.704
H -7.824 -5.238 -2.241
```

The LUMO energy is -0.10 eV. As for the total energy: -79770.9051 eV.

=====

[2]
The following is a DFT calculation (ωB97M-V/def2-TZVPD) of a molecular structure, C12H32O12S4Tl at a distorted geometry.

XYZ file:
```
61
C12H32O12S4Tl ωB97M-V/def2-TZVPD
Tl -0.270 -1.194 25.295
O 1.624 -1.916 27.410
S 2.536 -1.992 28.511
O 2.270 -1.239 29.691
O 2.648 -3.583 28.828
C 2.016 -4.054 29.995
C 2.131 -5.528 30.180
C 4.186 -1.719 27.960
H 0.962 -3.729 30.071
H 2.508 -3.605 30.886
H 3.172 -5.844 30.300
H 1.768 -6.122 29.323
H 1.538 -5.812 31.047
H 4.139 -0.765 27.432
H 4.422 -2.520 27.262
H 4.894 -1.667 28.782
O -2.543 0.259 29.459
S -1.291 0.796 28.977
O -0.655 0.209 27.837
O -1.445 2.331 28.791
C -0.360 3.120 28.192
C -0.945 4.441 27.745
C -0.195 0.721 30.449
H 0.154 2.554 27.417
H 0.371 3.262 28.998
H -1.937 4.246 27.329
H -0.327 4.906 26.982
H -1.121 5.121 28.575
H -0.715 1.161 31.293
H 0.719 1.214 30.111
H -0.010 -0.346 30.562
O -3.031 -0.971 26.089
S -4.188 -0.784 26.901
O -4.192 -0.975 28.336
O -4.631 0.698 26.584
C -5.690 1.283 27.371
C -5.674 2.777 27.347
C -5.514 -1.780 26.257
H -5.745 0.897 28.401
H -6.659 0.924 26.987
H -6.564 3.150 27.855
H -5.791 3.172 26.334
H -4.786 3.218 27.799
H -5.742 -1.381 25.265
H -6.358 -1.782 26.940
H -5.134 -2.788 26.089
O 0.862 -3.902 25.414
S 1.301 -5.230 25.679
O 2.451 -5.426 26.509
O 0.091 -5.983 26.431
C 0.341 -7.260 27.053
C -0.857 -7.584 27.906
C 1.478 -6.151 24.184
H 1.138 -7.001 27.777
H 0.638 -8.074 26.394
H -1.717 -7.955 27.346
H -1.125 -6.682 28.460
H -0.660 -8.322 28.684
H 2.411 -5.851 23.713
H 0.696 -5.805 23.503
H 1.304 -7.205 24.367
```

The LUMO energy is -16.17 eV. Its energy relative to the best compared isomer or geometry (same formula, charge and spin) is 0.00 kcal per mole. As for the total energy: -85531.1146 eV. As for the charge: +3.

=====

[3]
The following is a DFT calculation (ωB97M-V/def2-TZVPD) of a molecular structure, C12H33ClGdIN2P2S at a distorted geometry.

XYZ file:
```
53
C12H33ClGdIN2P2S ωB97M-V/def2-TZVPD
C 5.690 -4.444 -1.661
I 4.375 -2.786 -1.127
H 5.160 -5.369 -1.431
H 6.602 -4.348 -1.067
H 5.905 -4.362 -2.729
Gd 1.219 -1.392 -0.371
P 1.638 -1.421 2.117
C 2.970 -0.344 2.558
C 0.237 -1.092 3.151
H 0.572 -1.301 4.168
H 2.353 -3.188 3.444
H -0.607 -1.738 2.881
H 1.345 -3.806 2.086
H 2.679 0.705 2.425
H -0.079 -0.047 3.058
C 2.146 -3.115 2.376
H 3.170 -0.556 3.608
H 3.044 -3.349 1.790
H 3.858 -0.544 1.947
P 0.027 -1.133 -2.597
C 0.847 0.040 -3.640
C 0.198 -2.764 -3.300
H -2.233 -1.439 -1.865
H -2.068 -0.819 -3.545
H -1.861 0.278 -2.142
C -1.704 -0.739 -2.520
H -0.284 -3.510 -2.658
H -0.296 -2.710 -4.271
H 0.358 -0.049 -4.610
H 1.916 -0.193 -3.726
H 1.256 -3.026 -3.419
H 0.739 1.056 -3.245
Cl -0.712 -2.919 0.184
C -4.810 2.311 0.937
C -3.482 2.198 1.647
N -2.588 1.350 0.875
C -1.381 1.726 0.406
S -0.324 0.446 0.116
N -0.842 2.930 0.128
C -1.600 4.133 -0.167
C -1.233 5.216 0.820
H -4.692 2.745 -0.061
H -5.469 2.958 1.524
H -5.282 1.329 0.839
H -3.003 3.166 1.804
H -3.617 1.743 2.635
H -2.854 0.348 0.841
H 0.175 2.994 -0.058
H -1.356 4.452 -1.188
H -2.665 3.894 -0.153
H -0.169 5.463 0.746
H -1.816 6.114 0.593
H -1.451 4.908 1.847
```

The LUMO energy (alpha / beta) is -6.16 / -7.98 eV. Its energy relative to the best compared isomer or geometry (same formula, charge and spin) is 52.18 kcal per mole. As for the total energy: -86816.5566 eV. The multiplicity is 8. As for the charge: +2.

=====

[4]
The following is a DFT calculation (ωB97M-V/def2-TZVPD) of a molecular structure, C12H33F6NO8PRb at a distorted geometry.

XYZ file:
```
62
C12H33F6NO8PRb ωB97M-V/def2-TZVPD
Rb 31.963 9.138 -2.703
P 33.652 6.716 -4.814
F 34.105 8.003 -3.819
F 34.596 7.373 -5.947
F 34.889 5.853 -4.268
F 33.186 5.509 -5.713
F 32.749 6.279 -3.522
F 32.412 7.641 -5.311
C 34.101 0.334 -4.386
O 33.167 1.303 -3.939
C 33.800 2.480 -3.471
C 32.896 3.170 -2.475
N 32.504 2.351 -1.313
C 33.588 1.917 -0.429
C 34.053 3.019 0.498
O 34.925 3.882 -0.206
C 35.153 5.121 0.414
H 34.840 0.127 -3.608
H 34.600 0.677 -5.299
H 33.540 -0.568 -4.623
H 34.053 3.135 -4.312
H 34.753 2.252 -2.974
H 31.931 3.403 -2.940
H 33.324 4.103 -2.116
H 32.012 1.529 -1.640
H 34.467 1.552 -0.977
H 33.234 1.105 0.208
H 34.617 2.544 1.318
H 33.207 3.590 0.892
H 34.249 5.731 0.518
H 35.896 5.625 -0.198
H 35.543 4.948 1.428
C 31.699 11.462 -6.728
C 30.560 10.658 -6.060
O 30.187 11.152 -4.781
O 32.611 10.648 -7.424
H 32.241 12.004 -5.943
H 31.260 12.195 -7.407
H 30.905 9.629 -5.931
H 29.715 10.597 -6.753
H 29.911 12.067 -4.901
H 32.545 9.721 -7.173
C 37.640 7.172 -7.224
C 38.994 6.902 -7.801
O 40.029 6.897 -6.825
O 37.202 6.022 -6.536
H 36.934 7.496 -8.001
H 37.700 8.041 -6.550
H 39.259 7.670 -8.529
H 38.990 5.945 -8.336
H 39.841 6.178 -6.213
H 36.277 6.123 -6.288
C 30.110 4.917 -4.694
C 29.907 5.340 -3.266
O 29.521 6.718 -3.145
O 28.840 4.575 -5.258
H 30.805 4.071 -4.749
H 30.584 5.711 -5.279
H 30.817 5.216 -2.687
H 29.122 4.719 -2.821
H 28.736 6.847 -3.686
H 28.876 4.751 -6.201
```

The LUMO energy is -0.72 eV. As for the total energy: -57103.2202 eV.

=====

[5]
The following is a DFT calculation (ωB97M-V/def2-TZVPD) of a molecular structure, C12H33FN3O3Pd2 at a distorted geometry.

XYZ file:
```
54
C12H33FN3O3Pd2 ωB97M-V/def2-TZVPD
Pd 11.461 -19.130 12.338
Pd 8.514 -20.694 14.579
F 9.388 -19.698 12.906
C 10.679 -14.773 11.231
C 11.660 -15.885 11.595
C 12.769 -15.433 12.552
O 13.416 -14.344 11.946
C 14.472 -13.853 12.811
N 10.860 -16.919 12.303
H 10.086 -14.368 12.059
H 9.959 -15.004 10.446
H 11.267 -13.912 10.888
H 12.119 -16.319 10.706
H 13.518 -16.228 12.676
H 12.353 -15.156 13.530
H 14.144 -13.754 13.842
H 14.727 -12.875 12.412
H 15.334 -14.501 12.659
H 10.015 -17.142 11.716
H 10.460 -16.447 13.122
C 4.440 -19.427 13.627
C 5.635 -20.296 14.019
C 6.251 -20.970 12.798
O 7.311 -21.864 13.165
C 7.875 -22.558 12.036
N 6.705 -19.432 14.663
H 3.571 -20.027 13.369
H 4.713 -18.825 12.753
H 4.209 -18.743 14.443
H 5.313 -21.034 14.754
H 6.637 -20.225 12.095
H 5.485 -21.556 12.284
H 8.240 -21.832 11.307
H 7.100 -23.148 11.544
H 8.657 -23.223 12.389
H 6.634 -18.538 14.170
H 6.371 -19.197 15.603
C 7.351 -15.970 9.475
C 7.490 -17.427 9.922
C 7.230 -18.403 8.772
O 7.625 -19.688 9.186
C 7.592 -20.642 8.114
N 8.819 -17.661 10.517
H 7.465 -15.343 10.362
H 6.364 -15.786 9.054
H 8.115 -15.653 8.766
H 6.832 -17.611 10.773
H 7.748 -18.096 7.857
H 6.158 -18.383 8.540
H 6.599 -20.670 7.672
H 7.843 -21.618 8.530
H 8.409 -20.433 7.422
H 8.765 -18.414 11.219
H 9.483 -18.120 9.873
```

The LUMO energy (alpha / beta) is -9.67 / -13.64 eV. Its energy relative to the best compared isomer or geometry (same formula, charge and spin) is 52.39 kcal per mole. As for the total energy: -33235.9301 eV. The multiplicity is 5. As for the charge: +3.

=====

[6]
The following is a DFT calculation (ωB97M-V/def2-TZVPD) of a molecular structure, C12H33FeNO7 at a distorted geometry.

XYZ file:
```
54
C12H33FeNO7 ωB97M-V/def2-TZVPD
Fe 0.181 0.625 -0.605
C 2.253 1.012 2.021
O 1.711 0.257 0.928
C 2.637 -0.694 0.403
C 1.915 -1.563 -0.578
N 0.472 -1.491 -0.332
C -0.205 -2.471 -1.135
C -1.480 -2.777 -0.365
O -1.299 -3.220 0.773
C -2.406 -3.757 1.497
H 3.112 1.640 1.684
H 2.473 0.445 2.876
H 1.558 1.732 2.389
H 3.062 -1.276 1.202
H 3.532 -0.326 -0.115
H 2.426 -2.549 -0.474
H 2.184 -1.189 -1.586
H 0.295 -1.906 0.553
H 0.386 -3.368 -1.233
H -0.389 -2.081 -2.151
H -1.968 -3.534 -0.910
H -2.187 -1.980 -0.456
H -2.116 -4.049 2.558
H -2.877 -4.580 1.030
H -3.274 -3.059 1.528
C -1.168 0.442 3.509
C -1.144 -0.536 2.481
O -1.286 0.157 1.193
H -1.089 -0.163 4.430
H -2.141 0.999 3.484
H -0.464 1.275 3.518
H -1.985 -1.256 2.485
H -0.183 -1.059 2.373
H -2.219 0.474 1.190
C -1.596 1.636 -2.631
C -0.916 0.580 -3.423
O 0.222 0.164 -2.716
O -1.754 0.963 -1.346
H -2.500 2.015 -3.106
H -0.976 2.542 -2.523
H -0.744 1.060 -4.417
H -1.579 -0.246 -3.531
H 0.778 -0.254 -3.350
H -2.685 0.888 -1.094
C 0.830 3.561 -0.333
C 2.078 3.010 -0.832
O 1.891 1.706 -1.334
O 0.054 2.511 0.279
H 0.301 4.066 -1.142
H 1.111 4.324 0.332
H 2.867 3.044 -0.032
H 2.590 3.591 -1.569
H 2.321 1.733 -2.189
H -0.600 2.915 0.811
```

The LUMO energy (alpha / beta) is -5.48 / -5.48 eV. Its energy relative to the best compared isomer or geometry (same formula, charge and spin) is 1.38 kcal per mole. As for the total energy: -63171.6074 eV. The multiplicity is 5. As for the charge: +2.

=====

[7]
The following is a DFT calculation (ωB97M-V/def2-TZVPD) of 4 unconnected molecules or ions with the total composition C12H33IN3O3 at a distorted geometry.

XYZ file:
```
52
C12H33IN3O3 ωB97M-V/def2-TZVPD
I 2.486 0.056 0.787
C -0.759 -2.663 2.512
C 0.332 -3.399 3.275
C 0.514 -4.848 2.826
O 1.004 -4.890 1.514
C 1.136 -6.179 0.995
N 1.601 -2.635 3.232
H -1.718 -3.183 2.585
H -0.500 -2.645 1.447
H -0.858 -1.630 2.838
H -0.026 -3.465 4.314
H -0.438 -5.392 2.916
H 1.208 -5.310 3.544
H 1.853 -6.785 1.577
H 1.550 -6.054 -0.004
H 0.227 -6.797 0.992
H 2.312 -3.310 2.942
H 1.568 -2.061 2.377
C -2.680 1.070 2.987
C -1.470 1.309 2.086
C -1.767 2.388 1.041
O -1.720 3.659 1.663
C -2.232 4.690 0.885
N -0.297 1.661 2.901
H -2.498 0.209 3.636
H -3.576 0.894 2.385
H -2.887 1.908 3.658
H -1.302 0.373 1.536
H -2.730 2.198 0.552
H -0.982 2.378 0.272
H -3.331 4.740 0.899
H -1.950 4.595 -0.173
H -1.843 5.643 1.243
H 0.504 1.383 2.318
H -0.233 0.962 3.643
C 2.119 0.396 -3.483
C 1.427 1.724 -3.196
C 0.729 2.311 -4.421
O 1.637 2.429 -5.504
C 1.012 3.087 -6.585
N 0.432 1.632 -2.152
H 1.423 -0.369 -3.853
H 2.571 0.051 -2.553
H 2.845 0.432 -4.302
H 2.180 2.458 -2.898
H 0.296 3.293 -4.202
H -0.103 1.642 -4.693
H 0.840 4.139 -6.321
H 0.047 2.620 -6.808
H 1.667 3.067 -7.453
H -0.383 1.095 -2.444
H 0.763 1.122 -1.333
```

The LUMO energy is 2.87 eV. Its energy relative to the best compared isomer or geometry (same formula, charge and spin) is 12.95 kcal per mole. As for the total energy: -31693.9056 eV. As for the charge: -1.

=====

[8]
The following is a DFT calculation (ωB97M-V/def2-TZVPD) of 9 unconnected molecules or ions with the total composition C12H33O13 at a distorted geometry.

XYZ file:
```
58
C12H33O13 ωB97M-V/def2-TZVPD
C -0.431 -0.217 -0.140
C -1.784 0.562 -0.243
O -2.772 -0.165 0.334
H -0.426 -1.273 -0.411
H 0.069 0.043 0.793
H 0.273 0.212 -0.853
H -1.885 0.744 -1.313
H -1.692 1.498 0.308
C 4.790 5.106 2.254
C 3.741 3.963 2.144
O 4.330 3.217 1.044
C 5.385 3.845 0.461
O 5.978 3.454 -0.542
O 5.564 4.976 1.142
H 5.408 5.053 3.150
H 4.323 6.090 2.232
H 2.805 4.383 1.775
H 3.639 3.369 3.052
C 0.184 2.682 -6.992
C 1.528 2.314 -6.402
O 2.002 3.522 -5.927
C 1.279 4.565 -6.486
O 1.586 5.707 -6.429
O 0.180 4.060 -7.137
H -0.667 2.263 -6.455
H 0.048 2.154 -7.936
H 2.156 1.759 -7.098
H 1.293 1.648 -5.572
O -5.748 -3.236 3.272
H -5.231 -2.587 2.796
H -5.476 -3.138 4.184
O -7.937 2.112 0.172
H -7.028 1.811 0.162
H -7.875 3.054 0.333
O -3.730 1.241 4.974
H -4.239 2.023 4.761
H -3.619 0.792 4.136
O -5.766 -3.427 -2.325
H -5.287 -2.765 -1.826
H -5.342 -3.433 -3.184
C 1.852 -5.949 -2.656
C 2.703 -4.757 -3.114
O 4.014 -5.181 -3.439
H 1.869 -6.811 -3.324
H 0.820 -5.616 -2.555
H 2.168 -6.276 -1.665
H 2.866 -3.996 -2.351
H 2.317 -4.371 -4.058
H 4.553 -5.265 -2.649
C -0.679 -2.969 6.810
C 0.265 -1.893 6.468
O -0.188 -0.637 7.017
H -0.913 -3.107 7.866
H -0.308 -3.913 6.411
H -1.655 -2.797 6.357
H 0.384 -1.866 5.385
H 1.220 -2.306 6.792
H -0.908 -0.273 6.497
```

The LUMO energy is 2.15 eV. As for the total energy: -39594.2942 eV. As for the charge: -1.